No. 1
{
  "formula": "C19H21N3OS4Sc",
  "method": "ωB97M-V with the def2-TZVPD basis set",
  "species": ["Sc", "S", "C", "S", "S", "S", "C", "N", "C", "C", "C", "C", "C", "C", "H", "H", "H", "H", "H", "N", "C", "N", "O", "H", "H", "H", "H", "C", "C", "C", "C", "C", "C", "C", "C", "C", "C", "H", "H", "H", "H", "H", "H", "H", "H", "H", "H", "H", "H"],
  "coordinates": [[-0.10700, 0.01328, -0.51244], [-1.41055, -4.45558, -0.43642], [-1.02760, -2.87621, -0.03960], [0.45516, -2.41058, 0.71489], [-2.11674, -1.55024, -0.43292], [1.92205, 2.15895, 3.34564], [0.88710, 1.71263, 2.03878], [1.34018, 0.80891, 1.23789], [2.61154, 0.39063, 1.62356], [3.37713, -0.57830, 0.97622], [4.62035, -0.88043, 1.49045], [5.10777, -0.23611, 2.63491], [4.35566, 0.71928, 3.28704], [3.09825, 1.02525, 2.76831], [-0.07351, 2.18952, 1.89529], [2.97583, -1.09361, 0.11276], [5.22317, -1.63939, 1.00904], [6.08565, -0.49731, 3.01901], [4.72756, 1.21245, 4.17541], [1.86459, -2.05373, -3.83863], [0.85204, -1.65799, -2.99616], [-0.32747, -2.26207, -3.12089], [1.06798, -0.71226, -2.21428], [1.82788, -2.99166, -4.20093], [2.77509, -1.74973, -3.53710], [-0.40393, -3.13374, -3.61309], [-1.05847, -2.05592, -2.43283], [-2.10577, 3.76606, -1.97037], [-1.99620, 2.86288, -0.73366], [-3.37784, 2.25893, -0.47129], [-1.00363, 1.72988, -0.90306], [-1.51205, 3.68898, 0.46205], [-0.29788, 4.38960, 0.37294], [0.24310, 5.05449, 1.45417], [-0.40816, 5.04428, 2.68966], [-1.61062, 4.36954, 2.79670], [-2.16010, 3.71262, 1.69449], [-2.42404, 3.16003, -2.82082], [-1.14453, 4.21570, -2.22565], [-2.83166, 4.57429, -1.82208], [-3.68704, 1.70979, -1.36077], [-4.13525, 3.02113, -0.24939], [-3.34115, 1.53981, 0.34850], [-0.15861, 1.99044, -1.60045], [0.24827, 4.35771, -0.56161], [1.19033, 5.57143, 1.34846], [0.02031, 5.55372, 3.54401], [-2.13604, 4.34715, 3.74481], [-3.09857, 3.18903, 1.81640]],
  "nbo_charge": [1.27, -0.26, -0.50, -0.32, -0.30, 0.40, -0.05, -0.50, 0.18, -0.21, -0.22, -0.22, -0.21, -0.25, 0.27, 0.25, 0.21, 0.21, 0.21, -0.82, 0.82, -0.80, -0.72, 0.38, 0.40, 0.40, 0.45, -0.59, -0.13, -0.60, -1.04, 0.04, -0.22, -0.23, -0.27, -0.24, -0.21, 0.21, 0.19, 0.19, 0.22, 0.18, 0.22, 0.16, 0.22, 0.20, 0.20, 0.20, 0.21],
  "homo_lumo_gap_ev": 5.13,
  "e_lumo_ev": 2.32,
  "multiplicity": 1,
  "total_charge": -1
}

No. 2
{
  "formula": "CH3FINS",
  "method": "ωB97M-V with the def2-TZVPD basis set",
  "species": ["C", "N", "F", "S", "I", "H", "H", "H"],
  "coordinates": [[1.41853, 0.28738, 0.08064], [0.42990, 1.22913, 0.53112], [-2.54540, -1.99713, -0.58599], [-3.03732, -0.93699, 0.47818], [-1.34720, 0.99831, -0.17583], [2.11557, 1.05078, -0.25769], [1.10737, -0.21302, -0.84166], [1.85856, -0.41846, 0.77124]],
  "nbo_charge": [-0.46, -0.72, -0.49, 0.26, 0.82, 0.23, 0.17, 0.21],
  "homo_lumo_gap_ev": [6.94, 6.93],
  "e_lumo_ev": [-1.70, -1.69],
  "multiplicity": 1,
  "total_charge": 0
}

No. 3
{
  "formula": "C61H52ClN3O3P2PbS2",
  "method": "ωB97M-V with the def2-TZVPD basis set",
  "species": ["Pb", "Cl", "C", "C", "C", "C", "O", "C", "C", "N", "C", "C", "C", "C", "C", "C", "C", "C", "N", "C", "C", "H", "H", "H", "H", "H", "H", "H", "H", "H", "H", "C", "C", "C", "C", "C", "C", "P", "C", "C", "C", "C", "C", "C", "C", "C", "C", "C", "C", "C", "C", "C", "C", "C", "H", "H", "H", "H", "H", "H", "H", "H", "H", "H", "H", "H", "H", "H", "H", "H", "C", "C", "C", "C", "C", "C", "C", "C", "C", "C", "H", "H", "H", "H", "H", "H", "H", "O", "S", "O", "N", "C", "S", "C", "C", "C", "C", "C", "C", "H", "H", "H", "H", "C", "C", "P", "C", "C", "C", "C", "H", "H", "H", "H", "H", "H", "H", "H", "H", "H", "H", "H", "H", "H", "H"],
  "coordinates": [[-0.39830, 1.28982, -0.51419], [1.10122, 0.78187, -7.98305], [0.77219, 1.25260, -6.33680], [1.27475, 2.47237, -5.84533], [1.02664, 2.85061, -4.55457], [0.27742, 2.03360, -3.65910], [0.06709, 2.43825, -2.45635], [-0.20851, 0.80019, -4.17214], [-0.97706, -0.15843, -3.41551], [-1.25811, -0.19030, -2.15238], [-2.02382, -1.30149, -1.66489], [-1.76918, -2.58947, -2.03800], [-2.57797, -3.65548, -1.57998], [-3.63377, -3.41057, -0.75140], [-3.88513, -2.08804, -0.30853], [-4.91431, -1.76168, 0.60101], [-5.04336, -0.47753, 1.04228], [-4.12373, 0.49251, 0.58350], [-3.17202, 0.23452, -0.27509], [-3.05683, -1.03614, -0.73764], [0.03992, 0.44799, -5.52020], [1.85853, 3.10712, -6.50186], [1.40306, 3.78758, -4.16212], [-1.39743, -0.96227, -4.02030], [-0.91691, -2.78712, -2.67277], [-2.34050, -4.66870, -1.88057], [-4.25316, -4.21956, -0.38137], [-5.57700, -2.54448, 0.95220], [-5.81796, -0.19593, 1.74284], [-4.17934, 1.51671, 0.94646], [-0.34377, -0.49339, -5.89752], [0.17241, 6.02514, 4.09397], [-0.10994, 4.93066, 4.89593], [0.01127, 3.63797, 4.38819], [0.42079, 3.43898, 3.07581], [0.69497, 4.54934, 2.26885], [0.57825, 5.83251, 2.77516], [0.52033, 1.78940, 2.28604], [0.18818, 0.64005, 3.65027], [1.14889, 0.06363, 4.47618], [0.76411, -0.79618, 5.49784], [-0.57617, -1.09880, 5.69341], [-1.53889, -0.55502, 4.85328], [-1.15541, 0.30331, 3.83306], [2.29193, 1.73749, 1.89991], [3.20855, 2.06989, 2.86537], [4.59275, 2.03655, 2.61208], [5.03450, 1.66715, 1.37869], [4.12645, 1.35174, 0.33908], [4.62627, 0.98229, -0.93479], [3.77535, 0.69460, -1.95247], [2.37898, 0.79468, -1.75116], [1.85264, 1.16818, -0.54606], [2.71990, 1.41537, 0.57056], [0.07558, 7.02831, 4.49137], [-0.42554, 5.07694, 5.92246], [-0.21522, 2.78589, 5.01966], [1.00016, 4.40516, 1.23538], [0.79237, 6.68479, 2.14090], [2.20011, 0.26004, 4.31378], [1.51947, -1.24294, 6.13316], [-0.87084, -1.77441, 6.48780], [-2.57804, -0.82860, 4.96419], [-1.90866, 0.68952, 3.15273], [2.86111, 2.38104, 3.84374], [5.29319, 2.29997, 3.39539], [6.09753, 1.62533, 1.16425], [5.70044, 0.93442, -1.07752], [4.15335, 0.40946, -2.92805], [1.73705, 0.56325, -2.58640], [-3.83088, 4.96377, -3.32912], [-3.23962, 3.70972, -3.60629], [-2.65631, 2.98417, -2.61121], [-2.61586, 3.46916, -1.27833], [-1.98671, 2.79243, -0.18283], [-2.23871, 3.15565, 1.10121], [-3.02254, 4.30332, 1.38633], [-3.49996, 5.06596, 0.36782], [-3.32247, 4.66497, -0.98350], [-3.89074, 5.41593, -2.04583], [-4.26543, 5.54539, -4.13316], [-3.26047, 3.31714, -4.61610], [-2.24797, 2.00880, -2.82155], [-1.83245, 2.59988, 1.92990], [-3.20437, 4.57570, 2.41995], [-4.05454, 5.97606, 0.57220], [-4.39927, 6.34509, -1.80980], [-3.35113, -4.22939, 1.82002], [-2.75851, -3.14121, 2.54189], [-3.56382, -2.43416, 3.49639], [-2.07559, -2.07392, 1.47929], [-0.78025, -2.06268, 1.57582], [0.29032, -1.10362, 0.62531], [-0.21572, -2.98405, 2.62834], [1.10201, -3.18802, 3.00109], [1.35987, -4.08305, 4.03488], [0.32051, -4.74870, 4.68248], [-1.00223, -4.54220, 4.30685], [-1.23554, -3.65800, 3.27334], [1.89966, -2.65458, 2.49635], [2.38190, -4.25866, 4.34890], [0.54405, -5.43592, 5.49033], [-1.81589, -5.05760, 4.80355], [3.95921, -4.17257, -0.65019], [2.79391, -3.18548, -0.63973], [1.91757, -2.86648, -2.23521], [1.19269, -4.54069, -2.53394], [0.67908, -4.74426, -3.96199], [3.33510, -2.87987, -3.42966], [3.00612, -2.18263, -4.75161], [4.30174, -4.36587, 0.36907], [4.81013, -3.78391, -1.21190], [3.68504, -5.13487, -1.08695], [3.12995, -2.20788, -0.27744], [2.01953, -3.50951, 0.06054], [0.37383, -4.63920, -1.81433], [1.92158, -5.31925, -2.29794], [0.07153, -3.90403, -4.30913], [0.06804, -5.64639, -4.03725], [1.50867, -4.85104, -4.66404], [3.67606, -3.90551, -3.60020], [4.15498, -2.34801, -2.93970], [2.71824, -1.14275, -4.58007], [3.86187, -2.18605, -5.43126], [2.17295, -2.66341, -5.27024]],
  "lowdin_charge": [1.30, 0.64, -0.68, -0.09, 0.01, -0.40, -0.19, -0.15, -0.06, 0.01, -0.25, -0.03, -0.04, -0.05, -0.20, -0.03, -0.03, -0.11, 0.10, -0.21, -0.08, 0.11, 0.12, 0.14, 0.06, 0.11, 0.11, 0.13, 0.11, 0.10, 0.11, -0.09, -0.08, -0.08, -0.36, -0.09, -0.08, 1.03, -0.38, -0.08, -0.08, -0.07, -0.07, -0.10, -0.31, -0.09, -0.06, -0.03, -0.16, -0.03, -0.06, -0.13, -0.26, -0.18, 0.10, 0.10, 0.10, 0.12, 0.11, 0.09, 0.11, 0.11, 0.10, 0.10, 0.11, 0.11, 0.11, 0.11, 0.11, 0.07, -0.08, -0.06, -0.04, -0.16, -0.23, -0.18, -0.07, -0.03, -0.16, -0.04, 0.10, 0.11, 0.08, 0.04, 0.11, 0.11, 0.11, -0.28, 0.66, -0.28, -0.05, -0.66, 0.73, -0.21, -0.03, -0.06, -0.07, -0.03, -0.22, 0.10, 0.11, 0.11, 0.12, -0.15, -0.45, 0.96, -0.43, -0.16, -0.43, -0.16, 0.07, 0.06, 0.06, 0.06, 0.04, 0.06, 0.07, 0.05, 0.07, 0.06, 0.08, 0.06, 0.05, 0.07, 0.05],
  "homo_lumo_gap_ev": 7.31,
  "e_lumo_ev": -0.35,
  "multiplicity": 1,
  "total_charge": 0
}

No. 4
{
  "formula": "C18H26ClSi",
  "method": "ωB97M-V with the def2-TZVPD basis set",
  "species": ["C", "C", "C", "C", "Si", "C", "C", "C", "H", "H", "H", "H", "H", "H", "H", "H", "H", "H", "H", "H", "H", "H", "H", "H", "Cl", "C", "C", "C", "C", "C", "C", "C", "C", "C", "C", "C", "H", "H", "H", "H", "H", "H", "H", "H", "H", "H"],
  "coordinates": [[-3.71914, -0.17523, 1.72645], [-2.31698, 0.00927, 1.26513], [-1.48970, -1.05878, 1.17655], [-0.23352, -1.20482, 0.37440], [1.26820, -0.38245, 1.23111], [2.78684, -0.68852, 0.17559], [0.89836, 1.44454, 1.35116], [1.49201, -1.14510, 2.92319], [-4.34117, 0.68144, 1.43546], [-4.17442, -1.09732, 1.31493], [-3.76476, -0.26965, 2.82174], [-2.03095, 0.98813, 0.87030], [-1.78506, -1.96699, 1.71781], [0.05164, -2.27114, 0.30291], [-0.31714, -0.79709, -0.64742], [3.65174, -0.17381, 0.61457], [3.02652, -1.75856, 0.11030], [2.64827, -0.30879, -0.84551], [1.69759, 1.94566, 1.91226], [0.85598, 1.89352, 0.34920], [-0.05625, 1.64464, 1.85545], [2.25071, -0.58323, 3.48349], [0.56102, -1.13496, 3.50387], [1.83135, -2.18699, 2.84498], [-9.11244, 4.03358, 1.65489], [-7.58834, 3.50370, 2.22245], [-7.51904, 2.37894, 3.05811], [-6.28461, 1.96512, 3.54583], [-5.08073, 2.61474, 3.14725], [-3.81381, 2.23370, 3.72580], [-2.50674, 2.93799, 3.47034], [-1.52592, 2.39233, 4.57131], [-2.35764, 1.39894, 5.31383], [-3.66086, 1.38020, 4.84978], [-5.18613, 3.74236, 2.28200], [-6.42208, 4.16852, 1.80554], [-8.42236, 1.84931, 3.33499], [-6.24203, 1.14180, 4.25555], [-2.11685, 2.76826, 2.45811], [-2.62304, 4.02976, 3.58246], [-0.58988, 2.00305, 4.14510], [-1.26020, 3.24574, 5.20777], [-1.96848, 0.79026, 6.13328], [-4.49120, 0.81029, 5.28299], [-4.28171, 4.29687, 2.01165], [-6.49045, 5.01152, 1.12604]],
  "nbo_charge": [-0.65, -0.27, -0.12, -0.90, 1.65, -1.12, -1.12, -1.12, 0.21, 0.24, 0.20, 0.19, 0.19, 0.25, 0.25, 0.24, 0.25, 0.24, 0.24, 0.25, 0.21, 0.24, 0.23, 0.25, 0.11, 0.03, -0.23, -0.12, -0.11, 0.33, -0.50, -0.48, 0.09, -0.32, -0.11, -0.24, 0.25, 0.23, 0.28, 0.27, 0.27, 0.27, 0.25, 0.25, 0.23, 0.25],
  "homo_lumo_gap_ev": 5.28,
  "e_lumo_ev": -5.67,
  "multiplicity": 1,
  "total_charge": 1
}

No. 5
{
  "formula": "C5H10O2",
  "method": "ωB97M-V with the def2-TZVPD basis set",
  "species": ["O", "C", "C", "C", "C", "O", "C", "H", "H", "H", "H", "H", "H", "H", "H", "H", "H"],
  "coordinates": [[2.15804, 0.60917, -0.24728], [1.43830, -0.39052, 0.34158], [0.03140, -0.28023, 0.55832], [-0.51677, 1.14407, 0.75371], [-1.75534, 1.14153, -0.13616], [-1.25919, 0.49642, -1.30741], [-0.56751, -0.59174, -0.87907], [2.97734, 0.22558, -0.58200], [0.83773, -2.54475, -0.42455], [2.00962, -1.19441, 0.80040], [-0.33509, -0.98366, 1.30885], [-0.70458, 1.37575, 1.80445], [0.20518, 1.86000, 0.34957], [-2.12580, 2.12584, -0.42648], [-2.57123, 0.56004, 0.31760], [0.08453, -0.95247, -1.67705], [0.09338, -2.60061, -0.55448]],
  "nbo_charge": [-0.69, 0.12, -0.38, -0.42, -0.08, -0.49, 0.09, 0.49, -0.03, 0.16, 0.23, 0.22, 0.23, 0.20, 0.17, 0.17, 0.01],
  "homo_lumo_gap_ev": [7.55, 7.84],
  "e_lumo_ev": [0.68, 0.72],
  "multiplicity": 1,
  "total_charge": 0
}

No. 6
{
  "formula": "C4H3F5O3S",
  "method": "ωB97M-V with the def2-TZVPD basis set",
  "species": ["C", "C", "C", "C", "O", "O", "O", "F", "F", "F", "F", "F", "S", "H", "H", "H"],
  "coordinates": [[-0.47409, 0.23195, -0.30045], [-0.76039, 0.07934, -1.74689], [0.80275, 0.60647, 1.80346], [0.79002, 0.79545, 0.27245], [-1.58934, -2.35072, 0.17349], [0.83061, -2.22883, -0.06396], [-0.71748, -1.25799, -1.89718], [-1.50548, 0.73496, 0.45940], [-2.01413, 0.58883, -1.98852], [0.02783, 0.72089, -2.56556], [0.99529, 2.06024, -0.12390], [1.79748, 0.11873, -0.27331], [-0.43797, -1.72685, -0.32046], [1.11510, -0.51976, 2.08092], [-0.32324, 0.74068, 2.20389], [1.46305, 1.40662, 2.28662]],
  "nbo_charge": [0.05, 0.84, -0.71, 0.64, -0.85, -0.85, -0.64, -0.30, -0.32, -0.28, -0.32, -0.32, 2.30, 0.26, 0.25, 0.26],
  "homo_lumo_gap_ev": 12.44,
  "e_lumo_ev": 0.32,
  "multiplicity": 1,
  "total_charge": 0
}

No. 7
{
  "formula": "C5H7NO",
  "method": "ωB97M-V with the def2-TZVPD basis set",
  "species": ["C", "C", "C", "N", "C", "O", "C", "H", "H", "H", "H", "H", "H", "H"],
  "coordinates": [[-1.88041, 0.63851, -0.34193], [-0.45715, 0.26784, -0.08527], [0.59315, 1.08126, 0.05802], [1.77276, 0.36169, 0.31902], [1.53904, -0.99634, 0.31988], [2.37448, -1.86140, 0.47235], [0.03696, -1.14967, 0.07019], [-1.95709, 1.65920, -0.72732], [-2.48208, 0.58273, 0.57220], [-2.33165, -0.04468, -1.06999], [0.63026, 2.16296, 0.01784], [2.70465, 0.74010, 0.32007], [-0.42371, -1.68838, 0.90739], [-0.11922, -1.75383, -0.83245]],
  "nbo_charge": [-0.63, -0.04, -0.03, -0.62, 0.68, -0.59, -0.54, 0.22, 0.22, 0.22, 0.21, 0.41, 0.25, 0.25],
  "homo_lumo_gap_ev": 9.23,
  "e_lumo_ev": 0.84,
  "multiplicity": 1,
  "total_charge": 0
}

No. 8
{
  "formula": "C19H20N4O4",
  "method": "ωB97M-V with the def2-TZVPD basis set",
  "species": ["O", "C", "N", "N", "C", "C", "C", "C", "C", "C", "C", "N", "O", "O", "H", "H", "H", "H", "H", "H", "C", "C", "C", "C", "C", "C", "H", "H", "C", "N", "C", "C", "O", "C", "C", "H", "H", "H", "H", "H", "H", "H", "H", "H", "H", "H", "H"],
  "coordinates": [[1.35711, 4.61585, -0.64049], [1.42110, 3.42376, -0.43357], [2.63447, 2.78104, -0.58126], [2.84454, 1.51793, -0.24130], [4.00811, 1.00341, -0.35652], [4.20259, -0.38596, 0.00262], [3.09359, -1.14531, 0.39935], [3.20591, -2.48562, 0.69921], [4.43436, -3.12733, 0.59671], [5.54352, -2.40741, 0.20519], [5.44004, -1.04804, -0.07716], [6.66317, -0.38285, -0.44420], [7.52187, -1.05836, -0.97164], [6.77996, 0.80015, -0.19663], [6.51237, -2.87641, 0.12069], [4.52497, -4.17759, 0.82470], [2.33366, -3.03950, 1.01141], [2.14297, -0.64065, 0.46397], [4.85534, 1.58505, -0.72115], [3.41557, 3.36939, -0.89186], [0.27330, 2.58978, -0.00921], [0.06638, 1.29346, -0.47420], [-1.02879, 0.57214, -0.04250], [-1.94285, 1.12674, 0.84690], [-1.74955, 2.43062, 1.28502], [-0.65566, 3.15816, 0.85843], [-0.50315, 4.17310, 1.19285], [-2.46062, 2.87955, 1.96344], [-3.11097, 0.31087, 1.32879], [-3.62956, -0.54377, 0.27654], [-4.28793, 0.22183, -0.76926], [-4.70301, -0.72778, -1.89197], [-5.56519, -1.73590, -1.41908], [-4.94953, -2.46561, -0.38532], [-4.54144, -1.55743, 0.77534], [-4.03326, -2.15003, 1.53958], [-5.44777, -1.10753, 1.21887], [-5.67836, -3.20850, -0.05702], [-4.05380, -2.97589, -0.77143], [-5.25247, -0.19308, -2.66820], [-3.80111, -1.18309, -2.32862], [-3.59123, 0.96820, -1.15551], [-5.18425, 0.73915, -0.38190], [-3.88951, 0.97719, 1.74224], [-2.76652, -0.33877, 2.14193], [-1.19926, -0.43195, -0.39933], [0.75087, 0.85699, -1.18446]],
  "nbo_charge": [-0.58, 0.66, -0.42, -0.20, -0.01, 0.02, -0.20, -0.18, -0.20, -0.18, 0.01, 0.53, -0.37, -0.38, 0.25, 0.22, 0.22, 0.24, 0.20, 0.38, -0.17, -0.18, -0.18, -0.02, -0.21, -0.15, 0.23, 0.21, -0.24, -0.44, -0.26, -0.07, -0.52, -0.07, -0.25, 0.20, 0.17, 0.19, 0.16, 0.20, 0.16, 0.22, 0.17, 0.18, 0.21, 0.22, 0.22],
  "homo_lumo_gap_ev": 8.14,
  "e_lumo_ev": -0.80,
  "multiplicity": 1,
  "total_charge": 0
}